Record 1
Density functional theory data (the ωB97M-V functional and the def2-TZVPD basis) for a structure of composition C25H59Cu2N4O16 at a distorted geometry.

Each line ends with the Löwdin charge.
Positions of all 106 atoms, in Å:
Cu 1.16 -1.91 -3.07  0.883
Cu 3.58 1.61 -2.28  0.564
O -0.23 2.07 -4.48  0.143
C 0.51 1.24 -3.76  -0.730
O 1.51 1.65 -3.13  0.001
O 0.23 0.00 -3.69  -0.033
H -0.72 1.48 -5.07  0.121
O 1.21 -0.33 0.87  0.055
C 1.86 -0.06 -0.29  -0.769
O 2.64 0.93 -0.29  -0.018
O 1.68 -0.78 -1.28  -0.016
H 1.65 0.45 1.27  0.088
O 4.96 -1.75 -4.56  0.114
C 3.77 -1.37 -4.02  -0.744
O 3.71 -0.36 -3.31  0.021
O 2.74 -1.91 -4.54  -0.066
H 4.66 -2.50 -5.09  0.112
C -2.07 0.44 2.30  -0.079
O -2.84 0.26 3.47  -0.193
C -3.72 1.33 3.74  -0.209
C -4.60 1.03 4.92  -0.092
N -3.99 1.34 6.22  0.205
C -2.61 0.88 6.47  -0.088
C -2.68 -0.60 6.82  -0.211
O -3.52 -0.82 7.92  -0.174
C -3.92 -2.20 7.96  -0.048
H -1.78 1.48 2.14  0.086
H -2.56 0.11 1.38  0.094
H -1.20 -0.22 2.36  0.091
H -4.40 1.43 2.88  0.140
H -3.17 2.28 3.74  0.141
H -4.81 -0.05 4.90  0.166
H -5.57 1.54 4.89  0.153
H -4.55 0.81 6.90  0.160
H -2.26 1.51 7.29  0.155
H -1.94 1.13 5.66  0.131
H -1.63 -0.87 7.03  0.151
H -2.87 -1.21 5.93  0.131
H -3.24 -2.83 7.38  0.092
H -4.78 -2.27 7.29  0.093
H -4.17 -2.55 8.96  0.102
C -1.14 -1.88 -0.81  -0.081
O -0.69 -2.56 -1.97  -0.245
C -1.71 -2.82 -2.93  -0.173
C -1.01 -3.78 -3.86  -0.155
N 0.11 -3.17 -4.63  -0.072
C -0.29 -2.24 -5.69  -0.182
C -1.16 -2.79 -6.83  -0.198
O -0.57 -3.99 -7.34  -0.202
C -1.45 -4.68 -8.22  -0.103
H -1.88 -2.49 -0.28  0.099
H -1.32 -0.83 -1.00  0.107
H -0.32 -1.92 -0.09  0.074
H -1.99 -1.93 -3.50  0.125
H -2.60 -3.21 -2.44  0.134
H -1.63 -4.17 -4.67  0.120
H -0.64 -4.66 -3.34  0.134
H 0.62 -3.93 -5.07  0.129
H 0.52 -1.61 -6.05  0.125
H -1.01 -1.59 -5.18  0.091
H -1.18 -2.12 -7.70  0.129
H -2.19 -3.00 -6.53  0.115
H -2.05 -5.39 -7.65  0.086
H -0.86 -5.31 -8.88  0.088
H -2.07 -4.03 -8.84  0.089
C 0.63 8.28 -3.24  -0.140
O -0.53 8.42 -2.46  -0.210
C -0.53 7.91 -1.12  -0.174
C -0.87 6.41 -1.14  -0.185
N 0.05 5.65 -0.28  -0.061
C -0.24 4.24 -0.38  -0.224
C 0.48 3.41 0.68  -0.226
O -0.12 3.65 1.94  -0.204
C 0.64 3.09 3.00  -0.112
H 0.50 8.91 -4.12  0.086
H 0.75 7.29 -3.71  0.080
H 1.60 8.48 -2.79  0.087
H -1.43 8.44 -0.78  0.116
H 0.40 8.23 -0.66  0.122
H -0.91 5.97 -2.13  0.124
H -1.84 6.33 -0.62  0.111
H -0.16 5.92 0.68  0.109
H 0.05 3.81 -1.34  0.123
H -1.27 3.92 -0.15  0.119
H 1.57 3.55 0.70  0.128
H 0.30 2.37 0.41  0.108
H 0.81 2.02 2.87  0.070
H 0.08 3.15 3.93  0.078
H 1.64 3.53 3.02  0.097
C 4.34 -4.81 3.48  -0.059
C 3.73 -4.50 2.09  -0.429
C 3.22 -3.08 1.90  -0.201
O 4.33 -2.23 1.65  -0.174
C 4.42 -1.04 2.34  -0.117
N 4.73 -4.90 1.09  0.036
H 4.41 -5.89 3.59  0.071
H 3.71 -4.43 4.29  0.068
H 5.31 -4.33 3.61  0.082
H 2.85 -5.15 1.97  0.125
H 2.64 -2.83 2.80  0.122
H 2.56 -2.93 1.04  0.115
H 3.47 -0.48 2.28  0.067
H 5.30 -0.46 2.07  0.096
H 4.56 -1.21 3.42  0.084
H 5.12 -5.80 1.38  0.065
H 4.14 -5.25 0.33  0.071

## Properties
* Kohn-Sham gap (spin up / spin down): 7.59 / 2.45 eV
* charge: +1
* multiplicity: 3
* LUMO energy (spin up / spin down): -2.58 / -7.71 eV

Record 2
Density functional theory data (the ωB97M-V functional and the def2-TZVPD basis) for a structure of composition C3H5LiO4Pd at a distorted geometry.

Each line ends with the Löwdin charge.
Positions of all 14 atoms, in Å:
Pd 0.44 -0.76 -1.15  1.027
O -0.52 -1.37 -0.04  -0.422
C -1.12 -0.82 0.92  -0.223
H -0.50 -0.22 1.62  0.089
H -2.20 -0.90 1.09  0.098
C -1.08 1.34 -0.68  -0.092
O -0.10 2.36 -1.10  -0.138
C 1.11 2.20 -0.61  -0.597
O 1.56 1.06 -0.44  0.009
O 1.29 3.21 0.23  0.175
Li -2.11 3.34 0.01  0.861
H -1.24 0.85 -1.66  0.056
H -0.59 0.98 0.23  0.003
H 1.92 2.97 0.92  0.153

## Properties
* Kohn-Sham gap (spin up / spin down): 5.46 / 6.40 eV
* charge: +1
* multiplicity: 4
* LUMO energy (spin up / spin down): -4.30 / -5.84 eV

Record 3
Density functional theory data (the ωB97M-V functional and the def2-TZVPD basis) for a structure of composition C24H37N3O4RuSSi.

Each line ends with the Löwdin charge.
Positions of all 71 atoms, in Å:
Ru -1.44 -0.96 1.11  1.279
O -1.68 -4.63 2.67  0.167
C -1.76 -3.66 1.96  -0.443
N -1.64 -2.36 2.39  -0.140
C -1.40 -2.12 3.81  -0.111
C -1.07 -0.68 4.01  -0.235
C -0.71 -0.16 5.24  0.023
C -0.38 1.18 5.34  0.003
C -0.41 1.97 4.19  -0.015
C -0.78 1.40 3.00  -0.090
N -1.11 0.10 2.90  -0.046
C -2.02 -3.72 0.48  -0.178
C -2.18 -4.92 -0.17  0.052
C -2.47 -4.89 -1.53  0.015
C -2.61 -3.67 -2.16  -0.004
C -2.42 -2.51 -1.44  -0.099
N -2.11 -2.53 -0.14  -0.027
H -0.58 -2.76 4.16  0.152
H -2.28 -2.41 4.40  0.157
H -0.70 -0.80 6.11  0.139
H -0.10 1.61 6.29  0.132
H -0.16 3.02 4.22  0.126
H -0.81 1.97 2.09  0.094
H -2.10 -5.84 0.39  0.142
H -2.60 -5.81 -2.09  0.134
H -2.87 -3.60 -3.21  0.129
H -2.51 -1.53 -1.90  0.096
C -1.42 1.67 -2.48  -0.009
C -1.79 1.55 -1.01  -0.575
C -3.19 0.95 -0.83  -0.019
C -1.72 2.92 -0.33  -0.010
O -0.84 0.61 -0.36  -0.326
Si 0.85 0.57 -0.48  -0.062
S 1.05 -1.22 0.76  0.633
O 1.36 1.85 0.30  -0.140
C 2.64 2.56 0.44  -0.601
C 3.74 1.54 0.70  -0.015
C 2.45 3.50 1.62  -0.014
C 2.89 3.32 -0.86  -0.005
O 1.45 0.34 -1.93  -0.124
C 1.80 -0.77 -2.81  -0.609
C 0.72 -1.84 -2.74  -0.029
C 1.88 -0.17 -4.21  -0.005
C 3.16 -1.30 -2.37  -0.014
H -2.17 2.27 -2.99  0.114
H -1.38 0.69 -2.95  0.083
H -0.45 2.16 -2.60  0.098
H -3.94 1.74 -0.85  0.110
H -3.27 0.44 0.14  0.064
H -3.43 0.24 -1.63  0.077
H -2.23 3.66 -0.95  0.110
H -0.69 3.24 -0.20  0.082
H -2.22 2.90 0.64  0.090
H 3.53 0.99 1.62  0.092
H 4.69 2.05 0.81  0.108
H 3.81 0.84 -0.13  0.077
H 2.29 2.93 2.54  0.083
H 1.60 4.16 1.45  0.092
H 3.34 4.12 1.75  0.104
H 2.96 2.62 -1.69  0.084
H 3.82 3.88 -0.79  0.105
H 2.08 4.02 -1.05  0.097
H -0.24 -1.41 -3.02  0.075
H 0.66 -2.24 -1.72  0.049
H 0.96 -2.66 -3.42  0.110
H 0.93 0.28 -4.49  0.090
H 2.12 -0.96 -4.93  0.104
H 2.65 0.59 -4.26  0.099
H 3.11 -1.70 -1.36  0.069
H 3.90 -0.50 -2.39  0.097
H 3.49 -2.10 -3.04  0.106

## Properties
* Kohn-Sham gap (spin up / spin down): 8.74 / 6.47 eV
* charge: +2
* multiplicity: 5
* LUMO energy (spin up / spin down): -6.10 / -9.26 eV

| no. | energy (eV) |
| --- | --- |
| 1 | -154867.447 |
| 2 | -15050.552 |
| 3 | -59434.111 |